Density functional theory data (ωB97M-V/def2-TZVPD) for a molecular structure, C45H38As2N2O2RhS2 at a distorted geometry.

```
! wB97M-V def2-TZVPD RIJCOSX def2/J DEFGRID3
* xyz 1 1
Rh 0.35883 0.53631 -0.35236
N 2.32843 0.16851 -1.27757
C 3.23390 1.16959 -0.78559
C 4.33779 0.84465 -0.02280
C 5.16242 1.86341 0.43691
C 4.87046 3.18418 0.12008
C 3.75338 3.48261 -0.64827
C 2.91345 2.47496 -1.11203
C 1.68304 2.76576 -1.91045
C 1.73784 3.80533 -2.84242
C 0.63064 4.19740 -3.57563
C -0.57953 3.56329 -3.35954
C -0.65764 2.52466 -2.43646
C 0.45883 2.08689 -1.73145
H 2.67326 -0.76506 -1.10863
H 2.11837 0.30978 -2.26080
H 4.54795 -0.19266 0.21930
H 6.02962 1.62281 1.03787
H 5.50786 3.98242 0.47687
H 3.50647 4.51529 -0.86301
H 2.68339 4.31244 -2.99404
H 0.71517 4.99715 -4.30023
H -1.46448 3.86571 -3.90726
H -1.61100 2.05659 -2.27816
C -1.53601 -2.60694 -0.35684
C -2.51846 -1.52013 -0.70804
As -2.02388 0.20976 0.01978
C -3.41901 1.26557 -0.79050
C -3.62697 1.17485 -2.16682
C -4.65418 1.88951 -2.76513
C -5.47079 2.70657 -1.99295
C -5.25878 2.80572 -0.62620
C -4.23236 2.08892 -0.02251
C -2.56714 0.14714 1.86569
C -2.18145 1.16445 2.73274
C -2.51516 1.09016 4.08006
C -3.22806 0.00210 4.56196
C -3.62428 -1.00708 3.69564
C -3.29495 -0.93658 2.35009
As 0.23462 -1.94068 -0.80651
C 1.45220 -3.36430 -0.44903
C 2.66601 -3.42146 -1.13136
C 3.56595 -4.43705 -0.84827
C 3.25745 -5.38419 0.12095
C 2.04877 -5.32265 0.79802
C 1.14500 -4.30520 0.52450
C 0.06618 -2.07353 -2.74209
C 0.16860 -3.31500 -3.37124
C -0.07967 -3.43210 -4.73113
C -0.42977 -2.31267 -5.47602
C -0.53271 -1.07514 -4.85812
C -0.28688 -0.95504 -3.49383
H -1.70413 -3.50967 -0.94067
H -1.56845 -2.85813 0.70539
H -3.53204 -1.74450 -0.38160
H -2.55204 -1.37903 -1.78685
H -2.98952 0.55019 -2.78330
H -4.81755 1.80790 -3.83227
H -6.27489 3.26267 -2.45805
H -5.89458 3.44055 -0.02288
H -4.07848 2.17151 1.04467
H -1.63481 2.01845 2.36230
H -2.21171 1.88278 4.75329
H -3.48611 -0.05547 5.61166
H -4.18987 -1.85153 4.06743
H -3.60281 -1.73602 1.68875
H 2.90024 -2.70901 -1.91345
H 4.50471 -4.49052 -1.38328
H 3.96221 -6.17443 0.34581
H 1.81037 -6.06178 1.55077
H 0.21806 -4.24509 1.07829
H 0.44497 -4.19467 -2.80335
H -0.00370 -4.40073 -5.20988
H -0.62094 -2.40784 -6.53743
H -0.80027 -0.19729 -5.43376
H -0.36547 0.01470 -3.02055
O 0.16348 -1.99812 2.59916
S 1.35864 -1.20164 2.70753
O 2.61965 -1.85922 2.55792
N 1.24592 0.05366 1.62467
C 1.00202 1.20143 2.22052
S 0.50204 2.39469 1.14555
C 1.07360 1.15533 3.70867
C 0.93991 2.17913 4.62277
C 1.04079 1.86091 5.97406
C 1.25100 0.54868 6.38526
C 1.37035 -0.48550 5.46146
C 1.28260 -0.14733 4.12783
H 0.77386 3.19694 4.29025
H 0.95610 2.64343 6.71626
H 1.32329 0.32699 7.44237
H 1.52078 -1.50946 5.77748
*
```

Kohn-Sham gap, eV: 7.37
E_HOMO, eV: -10.5
Lowest unoccupied orbital energy, Ha: -0.116

Density functional theory data (ωB97M-V/def2-TZVPD) for a molecular structure, C45H38Br2I2MnN5O2S3 at a distorted geometry.

```
! wB97M-V def2-TZVPD RIJCOSX def2/J DEFGRID3
* xyz -1 6
Mn -21.86711 -0.83530 -1.45894
I -23.32226 -7.33948 2.52663
C -23.06034 -5.41528 1.76134
C -22.97026 -4.34374 2.61262
C -22.93839 -3.09189 2.04937
I -22.70293 -1.41139 3.35454
C -22.98381 -2.84515 0.62653
O -22.92112 -1.68215 0.11581
C -23.12652 -3.99728 -0.20982
C -23.18325 -3.78703 -1.70943
N -21.96997 -3.13183 -2.23411
C -21.68211 -3.31637 -3.67727
C -22.48032 -2.45957 -4.60405
C -22.84025 -2.82945 -5.93936
C -23.40661 -1.90454 -6.76434
C -23.61215 -0.61529 -6.26133
C -23.20447 -0.30727 -4.94947
N -22.69438 -1.22943 -4.15377
C -23.09906 -5.25658 0.36778
H -22.92392 -4.54706 3.73071
H -24.05002 -3.11850 -1.91972
H -23.40017 -4.74610 -2.24721
H -21.22851 -3.56057 -1.69338
H -21.82457 -4.35397 -3.91483
H -20.63321 -3.04285 -3.89224
H -22.59103 -3.84263 -6.32713
H -23.63004 -2.15668 -7.77677
H -24.00951 0.18925 -6.90088
H -23.34368 0.69241 -4.58337
H -23.16449 -6.11739 -0.21636
Br -19.74403 4.35252 3.09061
C -20.32528 2.89700 2.00209
C -21.11136 3.13893 0.94827
C -21.43366 2.05931 0.13786
N -20.98167 0.83198 0.29941
C -20.16446 0.63006 1.36092
C -19.83164 1.59975 2.26635
C -19.60904 -0.78484 1.46469
C -18.52784 -0.97287 2.30501
C -18.15057 -2.29175 2.43300
Br -16.69391 -2.64329 3.63061
C -18.67132 -3.30449 1.64451
C -19.73421 -2.94934 0.84300
N -20.15626 -1.73249 0.68921
H -21.46670 4.10949 0.70163
H -22.03557 2.19082 -0.81202
H -19.28955 1.42178 3.14556
H -18.07428 -0.25257 2.97111
H -18.25060 -4.30338 1.63343
H -20.11597 -3.70998 0.14959
O -23.23177 0.88955 -1.87801
C -24.42450 1.51837 -1.64566
C -25.15038 1.05670 -0.39269
C -24.59688 0.60012 0.75258
C -25.59077 0.27476 1.76694
C -26.85554 0.50795 1.33365
S -26.86365 1.15521 -0.22430
C -24.24282 3.03947 -1.70538
C -23.24375 3.80996 -2.27095
C -23.51910 5.23141 -2.21304
C -24.62700 5.49915 -1.49045
S -25.46115 4.09622 -1.00914
C -25.39257 1.09363 -2.81591
C -25.77105 -0.19742 -3.04846
C -26.73803 -0.27798 -4.08516
C -27.05217 0.91057 -4.63135
S -26.19848 2.17135 -3.91265
H -23.53719 0.30104 0.71530
H -25.30336 -0.14839 2.71816
H -27.77941 0.36151 1.88521
H -22.33658 3.38348 -2.69352
H -22.87182 5.99278 -2.64884
H -25.05901 6.45068 -1.23131
H -25.15268 -1.03514 -2.59899
H -27.13395 -1.21825 -4.40048
H -27.82539 1.16626 -5.38911
C -19.24170 3.32136 -2.68841
N -19.51580 2.70089 -3.97192
C -20.28793 3.57090 -4.84298
C -20.11279 1.39419 -3.73030
C -19.23622 0.22406 -3.36614
C -17.97593 0.00144 -4.00807
C -17.30674 -1.18458 -3.73853
C -17.80166 -2.11774 -2.86500
C -19.05855 -1.92247 -2.35823
C -19.80601 -0.72177 -2.52363
H -18.60350 4.19775 -2.83384
H -18.71830 2.60162 -2.08624
H -20.21542 3.66735 -2.26703
H -19.77580 4.50017 -5.05438
H -21.28673 3.84816 -4.56579
H -20.29270 3.03286 -5.85630
H -20.58112 0.97789 -4.62775
H -20.91589 1.45536 -2.93845
H -17.59700 0.67315 -4.78840
H -16.39448 -1.38767 -4.19026
H -17.23872 -3.02297 -2.76445
H -19.48799 -2.72689 -1.72463
*
```

Kohn-Sham gap (spin up / spin down), eV: 6.64 / 7.24
E_HOMO (spin up / spin down), eV: -4.6 / -5.2
Lowest unoccupied orbital energy (spin up / spin down), Ha: 0.075 / 0.075
<S²>: 8.7543

Density functional theory data (ωB97M-V/def2-TZVPD) for a molecular structure, C45H38MoNO6P2S2Si.

```
! wB97M-V def2-TZVPD RIJCOSX def2/J DEFGRID3
* xyz 1 3
Mo -0.20799 -0.81486 -0.09630
C -0.47878 -1.10280 3.50860
Si 0.08044 0.18997 2.25391
C 1.89323 0.58177 2.61918
C 2.32043 1.04600 3.86453
C 3.66343 1.26856 4.11806
C 4.61259 1.01479 3.13403
C 4.21131 0.55692 1.89137
C 2.85342 0.36279 1.63502
P 2.26457 -0.24133 0.03396
C 2.80237 0.91442 -1.26232
C 2.33915 0.73552 -2.56535
C 2.72796 1.61242 -3.56680
C 3.55873 2.68423 -3.27621
C 3.99674 2.88318 -1.97635
C 3.62132 2.00350 -0.97322
C 3.23598 -1.76790 -0.21796
C 3.57184 -2.23766 -1.48366
C 4.24422 -3.44300 -1.62633
C 4.58711 -4.18902 -0.51050
C 4.25315 -3.72778 0.75633
C 3.57713 -2.52756 0.90316
C -0.92753 1.75937 2.56452
C -1.83764 1.80289 3.62130
C -2.51766 2.96791 3.94135
C -2.29002 4.12197 3.20917
C -1.41095 4.09780 2.13744
C -0.74140 2.92371 1.79531
P 0.34276 2.76335 0.32453
C -0.86346 2.10455 -1.02697
C -0.57167 2.79605 -2.33080
C -1.47450 3.48081 -3.02950
C -2.82011 3.68177 -2.51707
C -3.23884 3.08080 -1.40250
C -2.35145 2.16904 -0.62672
C 0.68146 4.50430 -0.10944
C 1.94327 4.96894 0.25649
C 2.30893 6.28741 0.03084
C 1.41935 7.15506 -0.58075
C 0.16060 6.70433 -0.95472
C -0.20838 5.39023 -0.71801
H -0.39924 -0.71257 4.52624
H -1.51264 -1.40954 3.34259
H 0.15503 -1.98702 3.45106
H 1.59404 1.23806 4.64644
H 3.97834 1.63024 5.08833
H 5.66322 1.17208 3.33934
H 4.94989 0.34207 1.12793
H 1.64688 -0.06324 -2.79268
H 2.36724 1.46225 -4.57626
H 3.85512 3.37001 -4.05890
H 4.62633 3.73017 -1.73765
H 3.95125 2.18333 0.03911
H 3.31972 -1.66730 -2.36545
H 4.50636 -3.79313 -2.61581
H 5.12298 -5.12209 -0.62479
H 4.53751 -4.29503 1.63403
H 3.32748 -2.17229 1.89586
H -2.01946 0.91623 4.21651
H -3.21324 2.97755 4.77033
H -2.80120 5.04069 3.46608
H -1.24739 5.00055 1.56801
H 0.44190 2.66154 -2.69504
H -1.20850 3.92890 -3.97796
H -3.48655 4.34457 -3.05474
H -4.23943 3.22830 -1.01686
H -2.47415 2.39366 0.43812
H 2.64206 4.29031 0.73097
H 3.28912 6.63523 0.33051
H 1.70417 8.18248 -0.76550
H -0.53852 7.38091 -1.42907
H -1.19916 5.05890 -1.00371
O -1.60955 -2.24695 -0.94035
S -1.05809 -2.16676 -2.32091
O -1.13359 -3.33965 -3.11848
O 0.32922 -1.65784 -2.11058
C -2.12083 -0.93672 -3.04859
C -2.22864 -1.00928 -4.42258
C -3.19058 -0.27538 -5.10974
C -4.09767 0.47520 -4.39536
C -3.99996 0.55028 -3.00854
C -2.99320 -0.11064 -2.31751
S -3.01724 0.47560 -0.58234
O -4.39734 0.55988 -0.21392
O -0.52123 0.75639 -1.25853
O -2.21351 -0.23436 0.44638
H -1.58501 -1.69558 -4.95700
H -3.25042 -0.34046 -6.18709
H -4.89452 1.00658 -4.89718
H -4.72699 1.12997 -2.46394
C 0.73404 -5.21007 1.16863
C 0.50573 -3.79688 0.98150
N 0.33420 -2.67895 0.81981
H 0.23583 -5.54764 2.07650
H 1.80727 -5.38674 1.24256
H 0.33341 -5.74700 0.30875
*
```

Kohn-Sham gap (spin up / spin down), eV: 7.12 / 7.30
E_HOMO (spin up / spin down), eV: -10.3 / -10.3
Lowest unoccupied orbital energy (spin up / spin down), Ha: -0.115 / -0.111
<S²>: 2.0176

no.,calculated total energy (eV)
1,-200708.0367
2,-278940.5284
3,-111033.2506